This record from OMol25 describes a structure of composition C37H33FI2N7ORu in a non-equilibrium geometry. The level of theory is wB97M-V/def2-TZVPD.

Last column: Mulliken spin population.
Geometry (Å):
Ru -0.05534 -0.00948 -0.46158  3.96
C -0.26662 -2.70422 1.59045  0.01
N -0.84951 -2.25343 0.31999  0.14
C -0.50344 -3.16593 -0.76685  0.00
C -2.24641 -1.96162 0.49944  -0.02
C -3.25391 -2.88221 0.28958  -0.02
C -4.57934 -2.55453 0.56194  0.04
C -4.87296 -1.30980 1.09600  -0.02
C -3.87604 -0.36350 1.28610  0.05
C -2.54906 -0.64437 0.93396  0.08
N -1.50091 0.24633 0.96839  0.18
C -1.64253 1.63579 1.08516  -0.02
C -2.60250 2.34076 0.33527  0.03
C -2.64345 3.71932 0.29603  -0.02
C -1.71176 4.44587 1.02931  0.05
C -0.78155 3.78672 1.80765  -0.03
C -0.73344 2.38431 1.89350  -0.06
N 0.15385 1.78423 2.75134  0.01
C 1.36042 2.46381 3.16294  0.00
C -0.16942 0.60117 3.53052  0.00
H -0.52385 -3.75538 1.77226  0.00
H 0.81641 -2.59431 1.56255  0.01
H -0.65896 -2.10184 2.40603  0.00
H -0.84035 -4.19249 -0.57347  0.00
H -0.93498 -2.81377 -1.70359  0.00
H 0.58111 -3.17617 -0.87077  0.00
H -3.00825 -3.86546 -0.09319  0.00
H -5.36574 -3.27172 0.36722  0.00
H -5.89395 -1.06216 1.35903  0.00
H -4.12754 0.61059 1.68260  0.00
H -3.28372 1.76896 -0.28015  0.00
H -3.38554 4.22251 -0.31077  0.00
H -1.72384 5.52838 1.00811  0.00
H -0.09338 4.37080 2.40367  0.00
H 1.19767 3.10830 4.03805  0.00
H 2.10851 1.71383 3.42569  0.00
H 1.76239 3.06755 2.34950  0.00
H 0.10753 0.78378 4.57387  0.00
H -1.23742 0.40264 3.49658  0.00
H 0.37400 -0.27233 3.17022  0.00
I 4.07621 -2.24060 1.57578  0.00
C 3.95354 -0.37937 0.62709  0.03
C 5.09883 0.28395 0.19700  -0.01
C 4.99793 1.49748 -0.43883  0.02
I 6.77581 2.42210 -1.08301  0.00
C 3.74198 2.09773 -0.66494  0.00
C 3.53113 3.32399 -1.32409  0.01
C 2.25825 3.82198 -1.45589  0.00
C 1.18338 3.10338 -0.93310  0.05
N 1.33415 1.93509 -0.34039  0.02
C 2.58123 1.41519 -0.20817  -0.02
C 2.66547 0.13106 0.43440  0.01
O 1.59716 -0.48519 0.82646  0.21
H 6.06879 -0.16523 0.35910  0.00
H 4.37180 3.87207 -1.72732  0.00
H 2.08763 4.76840 -1.95009  0.00
H 0.16950 3.48751 -0.97599  0.00
F 1.06725 -0.65606 -1.97774  0.17
N -3.85170 -0.72600 -6.46145  0.00
C -3.98927 -0.61844 -7.82174  0.00
C -4.88157 -1.18029 -8.72529  0.00
C -4.73448 -0.81746 -10.05011  0.00
C -3.72608 0.06785 -10.45755  0.00
C -2.83709 0.62114 -9.55968  0.00
C -2.97416 0.27833 -8.21414  0.00
N -2.25773 0.68563 -7.11734  0.01
C -2.79512 0.07691 -6.09124  0.00
C -2.36691 0.23794 -4.71784  0.01
C -3.02759 -0.35747 -3.63960  -0.01
C -2.56584 -0.16694 -2.35860  0.02
N -1.47885 0.56420 -2.05695  0.08
C -0.86588 1.16800 -3.09775  0.02
C -1.26823 1.04151 -4.40287  -0.02
H -4.39706 -1.31370 -5.85813  0.00
H -5.65506 -1.86869 -8.40894  0.00
H -5.41243 -1.22321 -10.78920  0.00
H -3.64795 0.32205 -11.50676  0.00
H -2.05563 1.29807 -9.87738  0.00
H -3.91940 -0.95410 -3.77750  0.00
H -3.10359 -0.60071 -1.52703  0.00
H -0.01050 1.77878 -2.84502  0.01
H -0.74801 1.55198 -5.20110  0.00

Forces on the atoms, in the same order (eV/Å):
Ru 1.00 -0.26 1.45
C 0.24 -0.05 0.07
N 0.00 0.20 -0.29
C -0.03 -0.15 0.01
C -0.20 0.08 0.05
C 0.09 -0.01 0.00
C -0.09 -0.02 -0.05
C -0.01 -0.05 -0.03
C 0.09 0.01 -0.04
C -0.20 -0.07 0.20
N -0.32 -0.17 0.29
C -0.48 0.52 0.33
C 0.34 -0.19 -0.03
C -0.05 0.14 -0.04
C -0.05 -0.05 -0.11
C 0.07 -0.02 0.04
C -0.49 0.06 0.08
N 0.33 -0.30 -0.12
C -0.14 -0.02 0.02
C -0.01 0.16 -0.12
H -0.07 0.03 -0.01
H -0.01 0.00 -0.05
H 0.01 0.05 -0.04
H -0.02 0.03 0.01
H 0.00 0.00 0.00
H -0.01 0.04 -0.03
H 0.00 0.00 0.04
H 0.01 -0.01 0.06
H 0.00 0.01 -0.02
H 0.03 0.04 -0.01
H -0.06 -0.02 0.03
H 0.01 0.00 0.01
H 0.01 0.00 0.01
H 0.00 -0.02 0.03
H 0.07 0.03 0.00
H 0.01 0.02 -0.01
H -0.01 0.01 -0.02
H -0.03 -0.01 0.00
H -0.04 -0.03 -0.02
H 0.04 -0.06 -0.02
I 0.10 0.19 -0.10
C -0.70 -0.23 0.14
C 0.10 0.33 -0.17
C 0.51 -0.09 -0.04
I -0.19 -0.08 0.07
C -0.26 -0.13 0.11
C -0.33 0.15 -0.05
C 0.45 0.17 -0.02
C -0.32 -0.33 0.30
N 0.24 -0.08 -0.47
C 0.29 0.17 0.03
C 0.53 -0.37 0.36
O 0.30 0.31 -0.09
H 0.00 0.00 0.01
H 0.04 -0.02 0.03
H -0.04 0.00 0.01
H -0.03 -0.01 -0.07
F -0.04 -0.25 -0.42
N 0.11 0.00 0.28
C 0.25 0.28 -0.17
C -0.10 -0.09 -0.08
C -0.05 -0.07 0.14
C 0.10 0.10 -0.10
C 0.00 0.00 -0.01
C -0.38 -0.31 -0.09
N 0.24 0.11 0.43
C -0.31 -0.07 -0.86
C 0.23 0.11 1.03
C -0.06 0.05 -0.50
C 0.16 0.16 0.40
N -0.78 0.42 -1.76
C -0.05 -0.09 0.40
C -0.21 -0.08 -0.53
H 0.00 0.00 0.02
H -0.01 0.02 -0.02
H 0.01 -0.01 0.00
H 0.01 -0.01 0.01
H -0.01 0.01 0.01
H 0.01 -0.03 0.04
H 0.04 -0.10 0.09
H 0.08 -0.05 -0.07
H 0.06 0.00 0.05

Values from the calculation:
* relative energy (zero: lowest compared OMol25 entry of this formula, charge and spin): 0.737 eV
* E_HOMO (alpha / beta): -6.4 / -7.1 eV
* HOMO-LUMO gap (alpha / beta): 5.76 / 6.02 eV
* net charge: 0
* multiplicity: 6
* total energy: -72883.02321 eV